Formula: C5H10NO2
Source: the OMol25 dataset
Level of theory: ωB97M-V with the def2-TZVPD basis set

Positions of all 18 atoms, in Å:
C -1.79055 -0.08371 -2.17364
C -0.44959 -0.39821 -1.49503
C -0.52140 -0.45780 -0.00257
N -0.98133 0.78106 0.57165
C -0.01176 1.13998 1.62867
O 1.21434 0.65339 1.27113
C 0.98051 -0.72436 0.59413
O 1.92302 -0.96124 -0.24087
H -2.26372 -0.84468 -2.79944
H -2.52005 0.23758 -1.42440
H -1.76988 0.82650 -2.79185
H 0.26382 0.39020 -1.71844
H 0.03132 -1.30058 -1.87286
H -1.02038 -1.30728 0.46658
H -0.99773 1.51963 -0.11922
H 0.10547 2.21741 1.77110
H -0.43010 0.68326 2.54821
H 0.85638 -1.41579 1.46567

HOMO-LUMO gap = 6.836 eV
DFT total energy = -401.7378 a.u.
Strongest force on any atom = 2.128 eV/Å
ΔE to the lowest compared entry with this formula, charge and spin = 2.422 eV
Total charge = -1
HOMO energy = -2.844 eV

=====

Formula: C5H10NO2
Source: the OMol25 dataset
Level of theory: ωB97M-V with the def2-TZVPD basis set

Positions of all 18 atoms, in Å:
C 1.30351 -0.44812 -0.84573
C 1.50479 1.05203 -0.64135
C 0.99658 -1.37380 0.34979
N -0.75283 0.52105 1.72607
C -1.94372 0.34393 1.21466
C -2.36402 0.35073 -0.28675
O -3.36039 -0.38532 -0.41992
O -1.70117 0.96639 -1.12765
H 0.41411 -0.52278 -1.47683
H 2.14178 -0.86231 -1.41349
H 1.39270 1.64354 -1.54861
H 2.44308 1.25523 -0.11693
H 0.69872 1.37928 0.00775
H -0.02603 -1.32325 0.68412
H 1.66068 -1.27504 1.21015
H 1.12172 -2.35551 -0.12124
H -0.87768 1.30758 1.01614
H -2.65184 -0.27363 1.78981

HOMO-LUMO gap = 8.831 eV
DFT total energy = -401.7331 a.u.
Strongest force on any atom = 4.689 eV/Å
ΔE to the lowest compared entry with this formula, charge and spin = 2.550 eV
Total charge = -1
HOMO energy = -4.711 eV

=====

Formula: C5H10NO2
Source: the OMol25 dataset
Level of theory: ωB97M-V with the def2-TZVPD basis set

Positions of all 18 atoms, in Å:
C 0.88873 -1.88987 -2.00430
O -0.35782 -2.16385 -2.43874
C 0.91096 -1.58660 -0.49236
C 0.38741 -0.15878 -0.24533
C 0.03336 0.13564 1.22743
C -0.62766 1.48869 1.42255
N 0.03929 2.47698 0.50727
O -1.46447 1.76215 2.26532
H 1.60941 -2.70716 -2.28750
H 1.28330 -0.90247 -2.40967
H 0.17195 -2.18446 0.05008
H 1.93741 -1.68858 -0.08471
H -0.43296 -0.05844 -0.97868
H 1.19213 0.51058 -0.50020
H -0.62600 -0.64970 1.59816
H 0.91220 0.15574 1.88609
H -0.91503 1.89679 0.25391
H -0.03753 3.37212 0.99666

HOMO-LUMO gap = 5.435 eV
DFT total energy = -401.6478 a.u.
Strongest force on any atom = 4.886 eV/Å
ΔE to the lowest compared entry with this formula, charge and spin = 4.871 eV
Total charge = -1
HOMO energy = -2.287 eV

=====

Formula: C5H10NO2
Source: the OMol25 dataset
Level of theory: ωB97M-V with the def2-TZVPD basis set

Positions of all 18 atoms, in Å:
C -0.49596 0.35042 2.62723
C -1.23683 0.20953 1.23350
C -2.59963 -0.37379 1.33104
C -0.25625 -0.48835 0.19627
N 0.59830 0.46519 -0.44622
C 1.36692 0.01894 -1.63304
O 1.75467 -1.16012 -1.66797
O 1.62521 0.99644 -2.43019
H -0.48337 -0.50450 3.26121
H -1.04229 1.07640 3.22984
H 0.46027 0.58822 2.41284
H -1.43307 1.25937 0.87208
H -3.25634 0.17556 2.00178
H -2.57259 -1.42234 1.74867
H -2.98776 -0.48407 0.30093
H -0.95427 -0.96424 -0.52265
H 0.20893 -1.39464 0.73814
H 0.16384 1.42286 -0.66407

HOMO-LUMO gap = 7.456 eV
DFT total energy = -401.7987 a.u.
Strongest force on any atom = 4.072 eV/Å
ΔE to the lowest compared entry with this formula, charge and spin = 0.766 eV
Total charge = -1
HOMO energy = -3.962 eV

=====

Formula: C5H10NO2
Source: the OMol25 dataset
Level of theory: ωB97M-V with the def2-TZVPD basis set

Positions of all 18 atoms, in Å:
C 1.03582 -1.53109 1.47010
C 0.59241 -0.06509 1.40294
O 0.95986 0.64307 2.34580
N -0.14986 0.39261 0.37891
C -0.35277 1.84604 0.36804
C 0.10300 -0.11648 -1.00175
C -1.21267 -0.37762 -1.90531
O -0.89013 -0.56863 -3.16935
H 0.17538 -2.19234 1.37098
H 1.77229 -1.84734 0.73541
H 1.49884 -1.55564 2.45219
H -0.88894 2.16286 1.25973
H -0.91265 2.12766 -0.51726
H 0.65342 2.27241 0.37090
H 0.57742 0.67618 -1.58048
H 0.59359 -1.07134 -0.86393
H -1.90806 0.48190 -1.73945
H -1.64695 -1.27717 -1.37745

HOMO-LUMO gap = 6.363 eV
DFT total energy = -401.7421 a.u.
Strongest force on any atom = 2.074 eV/Å
ΔE to the lowest compared entry with this formula, charge and spin = 2.305 eV
Total charge = -1
HOMO energy = -2.666 eV

=====

Formula: C5H10NO2
Source: the OMol25 dataset
Level of theory: ωB97M-V with the def2-TZVPD basis set

Positions of all 18 atoms, in Å:
C 1.59734 0.81317 -0.49723
C 0.25773 0.37688 0.06731
C -0.17473 -0.90771 -0.71175
C 0.10721 -2.09713 0.24369
N -0.74048 1.44520 -0.05865
C -1.66668 1.60541 1.04277
O -2.45129 2.56946 0.89942
O -1.63988 0.78157 1.99876
H 1.81117 1.77188 0.07500
H 1.48163 1.01413 -1.59975
H 2.48766 0.18734 -0.38592
H 0.36415 0.05889 1.11330
H 0.44229 -0.96286 -1.62970
H -1.20527 -1.00569 -1.04185
H 1.14373 -1.90542 0.60054
H 0.01792 -3.11442 -0.14086
H -0.66076 -2.02058 1.01501
H -1.17175 1.38990 -0.99008

Multiplicity = 2
HOMO-LUMO gap (alpha / beta) = 2.712 / 7.862 eV
DFT total energy = -401.6565 a.u.
Strongest force on any atom = 2.084 eV/Å
ΔE to the lowest compared entry with this formula, charge and spin = 0.736 eV
Total charge = -2
HOMO energy (alpha / beta) = 4.025 / -1.063 eV

=====

Formula: C5H10NO2
Source: the OMol25 dataset
Level of theory: ωB97M-V with the def2-TZVPD basis set

Positions of all 18 atoms, in Å:
O -0.15469 2.17495 -1.28259
C -0.24567 1.07456 -0.89467
O -1.04419 0.11877 -1.34288
C 0.58144 0.64246 0.42768
C 1.40876 -0.61807 -0.02547
C 0.60027 -1.90283 0.34222
C -0.69586 -1.29582 1.09225
N -0.32187 0.08626 1.50052
H -1.39891 0.43494 -2.20367
H 1.10099 1.42238 0.84548
H 1.93632 -0.45738 -1.10554
H 2.33456 -0.47163 0.62367
H 1.16249 -2.57131 0.82689
H 0.39156 -2.45386 -0.62779
H -0.96826 -1.84659 1.95840
H -1.63600 -1.29189 0.40648
H 0.14857 0.22006 2.47626
H -1.12086 0.65997 1.64786

HOMO-LUMO gap = 11.030 eV
DFT total energy = -401.4693 a.u.
Strongest force on any atom = 5.734 eV/Å
ΔE to the lowest compared entry with this formula, charge and spin = 1.515 eV
Total charge = +1
HOMO energy = -14.681 eV

=====

Formula: C5H10NO3
Source: the OMol25 dataset
Level of theory: ωB97M-V with the def2-TZVPD basis set

Positions of all 19 atoms, in Å:
C 0.40552 2.30716 -0.28111
C 1.29042 1.41446 -1.09086
C -0.34400 1.63399 0.79976
O -0.05072 1.68208 1.98094
N -1.62126 1.27894 0.31453
H 0.98326 3.14111 0.24123
H -0.30387 2.89691 -0.90270
H 1.06773 0.41458 -1.35964
H -2.09725 0.70194 0.88666
H -1.32612 0.93682 -0.68057
H 2.36403 1.47987 -0.84450
H 1.37097 1.98311 -2.15042
C -0.17446 -2.84926 1.14866
C -0.38231 -2.74100 -0.47770
O -1.17090 -1.98953 -0.94499
O 0.40184 -3.62732 -1.03549
H -0.24402 -1.87008 1.60803
H 0.78483 -3.34786 1.32436
H -0.95369 -3.44592 1.46382

HOMO-LUMO gap = 6.980 eV
DFT total energy = -477.0247 a.u.
Strongest force on any atom = 7.431 eV/Å
ΔE to the lowest compared entry with this formula, charge and spin = 2.102 eV
Total charge = -1
HOMO energy = -3.684 eV

=====

Formula: C5H10NO3P
Source: the OMol25 dataset
Level of theory: ωB97M-V with the def2-TZVPD basis set

Positions of all 20 atoms, in Å:
C -1.23751 0.80832 -0.58518
C 0.77922 -1.46615 -0.49384
C -0.15731 -0.86986 0.51356
C -0.52010 -1.99635 1.53030
C 1.82603 -0.96302 -1.14524
N -0.42344 1.69915 -0.02680
O -2.13550 1.25251 -1.36644
O -1.30408 -0.45783 -0.28095
O 2.68607 0.04447 -0.79852
P -0.97749 3.01082 -0.79175
H 0.46652 -2.29399 -1.10691
H -0.01061 0.01863 1.14101
H 0.24917 -2.07418 2.26816
H -0.58284 -3.02063 1.18316
H -1.51612 -1.72807 1.90285
H -0.65695 3.08178 -2.21446
H 2.27666 -1.54945 -1.99832
H 2.47879 0.57608 -0.04990
H -0.30375 3.95444 0.01642
H -2.29507 3.48235 -0.62400

HOMO-LUMO gap = 9.724 eV
DFT total energy = -818.2637 a.u.
Strongest force on any atom = 2.804 eV/Å
ΔE to the lowest compared entry with this formula, charge and spin = 4.037 eV
HOMO energy = -9.057 eV

=====

Formula: C5H10NOS
Source: the OMol25 dataset
Level of theory: ωB97M-V with the def2-TZVPD basis set

Positions of all 18 atoms, in Å:
C -1.17326 1.23920 0.77146
C -1.32523 1.42679 -0.78579
S -2.69909 0.46730 -1.53983
C 0.34068 1.12434 0.97393
N 0.92180 -0.12771 0.81977
C 0.35535 -1.27016 0.14399
C 1.46939 -1.95377 -0.63606
O 0.84676 2.14146 1.39587
H -1.81207 0.39594 1.06381
H -1.33046 2.11767 1.36498
H -0.49470 1.19364 -1.40791
H -1.75086 2.39294 -0.94981
H 1.90264 -0.24432 1.20542
H -0.21766 -1.87246 0.83896
H -0.30507 -0.81601 -0.63263
H 1.17355 -2.92982 -1.01654
H 1.64683 -1.27970 -1.48973
H 2.45142 -2.00533 -0.11988

Multiplicity = 2
HOMO-LUMO gap (alpha / beta) = 10.167 / 6.991 eV
DFT total energy = -724.6354 a.u.
Strongest force on any atom = 2.925 eV/Å
ΔE to the lowest compared entry with this formula, charge and spin = 0.783 eV
HOMO energy (alpha / beta) = -9.355 / -9.027 eV

=====

Formula: C5H10NOS
Source: the OMol25 dataset
Level of theory: ωB97M-V with the def2-TZVPD basis set

Positions of all 18 atoms, in Å:
C 0.85707 -0.98490 0.03157
C 1.97049 -0.34064 0.27722
C -0.15225 -1.92089 0.61564
C -2.18853 0.45929 -0.26643
C 2.61383 0.88739 -0.27564
N -1.50526 1.64586 -0.28430
O -2.64478 -0.23291 0.75845
S -0.56357 -1.13866 -1.00750
H 2.53404 -0.82444 1.21804
H 0.03118 -2.93574 0.49461
H -0.82270 -1.59707 1.38815
H -2.66877 0.24572 -1.25193
H 1.82532 1.43723 -0.92634
H 3.41408 0.53076 -0.82152
H 2.91393 1.47423 0.48635
H -0.75841 1.83414 0.35813
H -1.49354 2.20518 -1.11058
H -3.36215 -0.74455 0.31610

HOMO-LUMO gap = 9.077 eV
DFT total energy = -724.3419 a.u.
Strongest force on any atom = 5.389 eV/Å
ΔE to the lowest compared entry with this formula, charge and spin = 2.572 eV
Total charge = +1
HOMO energy = -12.905 eV

=====

Formula: C5H10NS
Source: the OMol25 dataset
Level of theory: ωB97M-V with the def2-TZVPD basis set

Positions of all 17 atoms, in Å:
C -1.53594 0.02358 -1.30135
C -1.69718 -0.57513 0.08750
C 2.07908 -0.91313 0.76940
C 1.31798 -0.70137 -0.46612
C -0.45134 0.21209 -0.26150
N -0.08957 1.49184 0.50810
S 2.64381 0.49010 -0.18519
H -1.52281 -0.76481 -2.08167
H -2.28217 0.75448 -1.43512
H -2.48606 -0.16361 0.88206
H -1.74167 -1.63515 0.19344
H 1.73568 -0.67254 1.79277
H 2.74143 -1.74106 0.65764
H 1.01939 -1.22783 -1.32787
H -0.28596 2.51301 0.11385
H 0.98226 1.32269 0.52415
H -0.42693 1.58685 1.52990

HOMO-LUMO gap = 10.235 eV
DFT total energy = -649.0587 a.u.
Strongest force on any atom = 5.745 eV/Å
ΔE to the lowest compared entry with this formula, charge and spin = 4.536 eV
Total charge = +1
HOMO energy = -13.659 eV

=====

Formula: C5H10NS
Source: the OMol25 dataset
Level of theory: ωB97M-V with the def2-TZVPD basis set

Positions of all 17 atoms, in Å:
C -0.59428 -0.91099 0.11331
C -0.52401 1.46541 -0.10667
C -2.03201 1.30406 -0.20184
C -0.23764 -2.31977 0.12138
C 1.60056 0.20011 0.05486
N 0.10469 0.19730 0.00093
S -2.41036 -0.48990 -0.05908
H -0.06924 1.99238 -0.94285
H -0.21984 2.00233 0.79954
H -2.60513 1.98095 0.49883
H -2.40359 1.51488 -1.16845
H -0.02858 -2.71936 -0.85351
H -1.11088 -2.74250 0.60012
H 0.67183 -2.34715 0.60104
H 1.91032 -0.82533 -0.21155
H 1.80375 0.73059 1.00736
H 1.90906 0.90884 -0.75498

HOMO-LUMO gap = 9.533 eV
DFT total energy = -649.1839 a.u.
Strongest force on any atom = 5.435 eV/Å
ΔE to the lowest compared entry with this formula, charge and spin = 1.129 eV
Total charge = +1
HOMO energy = -13.681 eV

=====

Formula: C5H10O
Source: the OMol25 dataset
Level of theory: ωB97M-V with the def2-TZVPD basis set

Positions of all 16 atoms, in Å:
C 1.55313 0.86886 -0.48519
C 0.97348 -0.08237 0.54294
O 1.09777 -1.45660 0.13372
C -0.32082 -1.64632 0.16103
C -0.60746 -0.17923 0.62343
C -1.52565 0.69431 -0.27345
H 2.62358 0.67853 -0.62482
H 1.42557 1.90488 -0.15032
H 1.06137 0.75332 -1.45643
H 1.50505 0.05595 1.49888
H -0.70969 -1.86171 -0.84304
H -0.59800 -2.47307 0.83149
H -1.08292 -0.04093 1.60398
H -1.64468 1.74625 0.04080
H -2.55678 0.30659 -0.29587
H -1.19394 0.73155 -1.30714

HOMO-LUMO gap = 10.612 eV
DFT total energy = -271.7056 a.u.
Strongest force on any atom = 0.947 eV/Å
ΔE to the lowest compared entry with this formula, charge and spin = 1.279 eV
HOMO energy = -9.511 eV